Molecular formula: C48H132N12O12
Method: DFT, the ωB97M-V functional and the def2-TZVPD basis

Structure (XYZ):
```
204
Properties=species:S:1:pos:R:3:forces:R:3:lowdin_charge:R:1
O -1.93448 3.92989 2.09591 0.68 0.39 0.97 -0.132
O 4.17214 -2.14904 4.57926 5.79 -5.74 -1.18 -0.316
O -3.43430 -0.21681 -0.47295 -8.20 4.66 -10.12 -0.212
O 6.32710 1.28256 2.67131 1.18 -0.66 0.51 -0.199
O -2.07248 -4.67843 0.91655 -0.36 0.71 0.60 -0.190
O 2.72915 2.70163 1.24846 0.21 11.23 -5.17 -0.197
O -1.90043 -2.84655 -4.26489 0.41 0.57 -0.57 -0.135
O -4.39429 -0.39177 -4.28053 -0.16 -0.68 -0.12 -0.211
O 3.19988 -2.36960 -2.03148 1.06 -1.83 1.24 -0.136
O -0.79760 -0.90426 -0.51492 8.30 -0.16 -6.98 -0.144
O -0.26376 3.14108 -0.77050 -0.10 0.89 -1.48 -0.073
O 1.74908 0.14099 5.03933 -2.94 -0.23 -1.01 -0.108
N 1.76058 -0.50960 2.14502 -9.21 -9.33 -1.54 -0.059
N 1.15139 4.04052 4.27412 1.79 0.67 1.72 0.015
N 3.52204 2.86129 -2.35676 -0.04 0.32 -0.06 0.057
N -6.67374 0.25114 -2.48128 0.87 0.42 -0.46 0.052
N -1.01172 0.84912 -4.44871 0.09 -2.38 -0.23 0.033
N 2.83674 -2.34370 2.13130 3.56 -7.23 1.54 0.001
N 2.68114 1.10805 2.37338 6.63 5.82 5.68 0.034
N -2.32569 -0.93966 0.84256 1.94 -3.37 12.34 0.020
N -3.20300 -2.55488 -6.82203 0.78 0.17 -0.50 0.067
N 0.01121 3.01489 -4.40597 1.41 2.85 -0.08 0.025
N -2.04295 0.86518 4.67577 1.24 -0.39 0.95 0.078
N 1.75653 -0.02120 -4.52734 -0.09 0.48 0.49 0.047
C -2.86769 1.92471 -3.29172 -0.77 -0.95 -0.14 -0.045
C -0.34201 1.96926 6.03159 0.22 -0.15 1.60 -0.060
C 0.52628 -0.55954 -0.06073 0.18 0.10 1.28 -0.077
C -0.56082 4.10118 2.50932 -2.11 -0.25 2.30 -0.155
C 1.99806 -4.55421 2.64734 -0.07 -0.25 -0.31 -0.016
C -6.22236 0.72879 -0.18838 0.85 0.67 -1.17 -0.032
C -0.31800 0.72610 2.05666 0.10 -2.94 0.16 -0.063
C -0.58780 1.13013 4.81994 0.82 -1.33 0.94 -0.456
C -3.88503 -4.81981 -6.82525 -0.65 -0.05 0.16 -0.049
C 5.63042 -1.94805 4.74839 -1.27 -0.41 0.70 -0.030
C 2.38579 -1.31311 -2.37546 -1.30 -0.30 -1.39 -0.264
C 3.00754 -2.88385 -0.69067 0.42 0.30 -1.43 -0.066
C -1.38923 4.55607 -3.09307 0.97 -0.63 0.74 -0.023
C -2.58179 0.94510 -0.65141 -3.18 2.28 -2.06 -0.022
C -0.11070 3.64206 -3.09798 -1.55 1.27 0.33 -0.367
C 2.81206 2.51244 -1.12417 2.17 -0.22 0.60 -0.335
C -2.26967 0.59165 -3.82720 -1.87 0.82 -1.76 -0.366
C -3.16763 -0.11771 -4.92185 0.82 1.45 2.04 -0.142
C -2.58242 -2.74278 -2.99099 -0.76 -3.83 -6.02 -0.156
C 1.82946 3.60751 1.88258 1.69 0.91 -1.49 -0.078
C 3.99301 0.46624 2.49935 -2.50 0.94 1.19 -0.295
C 4.32401 -0.40279 1.27813 1.73 1.43 -0.41 -0.013
C 6.81688 0.66126 3.89031 -1.13 1.23 -0.79 -0.088
C -1.93164 -3.33176 1.44086 -1.01 0.08 -0.49 -0.149
C -2.62311 -2.49049 -0.94278 -1.90 -2.43 6.29 -0.129
C 3.79334 -3.43402 4.00546 0.14 -0.29 0.43 -0.113
C -0.92701 4.93264 5.04608 -0.98 0.15 -0.67 -0.045
C 3.46707 3.18014 0.12991 -1.57 0.57 -1.07 -0.096
C -3.45678 -3.64548 -5.94036 -1.56 -1.60 0.14 -0.492
C -2.47254 2.65437 2.46087 -0.56 0.17 -0.52 -0.080
C -5.54786 0.58490 -1.60112 -0.33 -1.45 2.26 -0.383
C 4.11491 -0.24198 -3.86400 -0.83 -0.88 0.01 -0.042
C -4.44237 -0.52078 -1.47288 -1.70 2.59 -1.50 -0.107
C 2.47830 -3.24750 3.20947 1.79 -1.71 0.57 -0.343
C -0.24974 2.27044 0.31621 0.19 0.40 -2.09 -0.187
C 0.50023 -0.52201 1.49266 -2.00 0.19 1.01 -0.190
C -0.25766 3.91131 4.10320 -1.17 1.24 -1.03 -0.393
C -5.14403 -1.42682 -4.88202 -1.68 1.35 -0.57 -0.090
C 4.94800 1.66076 2.75015 0.75 -0.97 -2.05 -0.135
C -0.90544 -0.93951 -1.94290 3.49 2.30 0.98 -0.060
C 2.82783 0.97594 -1.05456 -0.65 3.10 0.30 -0.078
C -2.78249 -2.28798 0.64772 1.87 0.65 -2.85 -0.215
C -0.10835 2.55760 -2.05804 0.10 -0.13 0.84 -0.223
C -2.30393 -3.97344 -5.04658 0.23 -0.34 1.07 -0.174
C 2.71290 -0.90453 -3.84952 0.61 -0.11 -0.03 -0.360
C 0.30668 -0.13748 4.83838 0.19 -0.16 1.40 -0.139
C -1.86781 -5.64838 1.93379 0.67 0.59 -0.62 -0.114
C 2.49443 -1.01941 4.68490 -1.44 2.91 3.14 -0.172
H -2.32187 -3.23693 2.45418 0.08 -0.42 0.39 0.112
H -2.00511 4.80044 5.13729 -0.20 -0.25 -0.40 0.079
H 1.33850 -1.16840 -0.45785 -0.79 -0.39 0.48 0.095
H -0.15068 5.00436 2.05747 -0.66 0.62 0.64 0.147
H -1.77698 -1.50155 -2.27850 10.67 8.14 2.17 -0.052
H 0.70767 4.29397 -2.79238 0.47 0.16 -0.29 0.135
H -7.29039 1.02765 -2.28930 -0.78 -0.09 0.04 0.065
H -5.44613 1.00646 0.52470 -0.37 -0.02 0.34 0.071
H -3.83725 -2.40099 0.89835 -0.12 -0.17 0.06 0.140
H -2.34056 0.50796 5.57240 -0.25 -0.04 0.26 0.088
H -3.00673 2.64681 -4.09628 -0.24 -0.35 -0.19 0.100
H -4.80520 -4.52973 -7.33244 -0.08 0.05 0.01 0.078
H 1.58513 3.15911 4.03937 0.62 -0.21 0.39 0.059
H -2.26191 -3.56662 -2.35329 0.10 -0.49 -2.58 0.109
H 5.75014 -1.12220 5.44964 -0.55 -0.05 0.20 0.096
H -0.19606 1.66640 3.95561 -0.37 -0.46 0.66 0.082
H 3.49633 -2.74854 1.48236 0.11 -1.06 0.50 0.093
H -3.51314 2.64898 2.13647 -0.07 0.13 -0.10 0.103
H -2.46883 2.33192 3.50207 0.09 1.05 0.03 0.064
H 1.75951 -2.80840 3.90131 -0.17 -0.53 -0.75 0.130
H -0.86187 -3.12696 1.48275 0.03 0.39 -0.26 0.093
H 3.42028 4.26114 -0.00187 -0.31 0.31 0.14 0.127
H -0.42444 2.87820 4.40811 -1.34 2.40 -1.01 0.030
H -3.78884 1.74240 -2.73824 0.12 0.24 -0.87 0.049
H -6.19468 -1.34430 -4.60374 0.03 0.24 0.60 0.090
H 4.51990 3.00712 0.35290 0.13 -0.58 -0.68 0.118
H 4.80230 2.23202 1.83334 0.41 0.09 0.40 0.085
H -2.26191 3.90582 -3.15386 0.29 1.29 -0.32 0.030
H 4.76727 2.38437 3.54502 -0.41 -0.66 0.58 0.134
H 2.63387 -4.78428 1.79241 -0.24 -0.23 -0.26 0.084
H -3.21825 1.79068 -0.91224 -0.16 -0.16 -0.45 0.127
H 7.85978 0.34619 3.85576 0.09 0.30 -0.61 0.095
H -2.58646 -0.99272 -5.21289 -0.17 0.47 0.65 0.082
H 1.91210 0.51506 2.09581 1.87 4.20 -0.27 -0.168
H -0.97373 0.07815 -2.32733 1.59 -0.88 0.66 0.063
H -5.06991 1.50784 -1.92955 -0.36 0.06 0.55 0.100
H 3.51804 3.85861 -2.51623 -0.20 0.31 0.00 0.072
H -6.33310 0.51221 -3.39556 -0.04 -0.45 -0.68 0.051
H 0.06569 -1.43633 1.89676 -1.35 0.07 -0.64 0.126
H -3.14399 -1.66268 -1.42393 0.73 -1.80 1.73 0.044
H 0.05558 -0.71937 3.95156 0.61 -0.09 -0.25 0.106
H 4.05607 0.76809 -3.45856 0.13 -0.06 -0.27 0.045
H -0.89804 -5.50137 2.40922 0.26 0.14 0.19 0.055
H -6.77771 -0.16169 0.10614 0.39 -0.21 -0.09 0.084
H 2.76150 -1.79689 -4.47358 0.31 -0.63 0.51 0.130
H 0.07753 3.78426 -5.05695 0.02 0.13 -0.41 0.097
H -3.91702 -0.62958 -2.42171 -0.56 0.16 0.14 0.091
H 3.68974 -4.23625 4.73607 -0.25 0.30 0.76 0.128
H -1.95070 1.83661 1.96382 -0.84 1.04 0.35 0.029
H -1.39899 -0.82447 0.45775 -2.85 -0.69 3.51 -0.119
H 2.45067 0.61420 -2.01111 0.51 2.79 0.07 0.059
H -5.18558 -1.17258 -5.94115 0.30 -0.85 -0.37 0.106
H 6.22652 -0.22592 4.11946 0.45 1.95 -0.11 -0.007
H 6.70920 1.46094 4.62313 0.10 -0.36 0.71 0.093
H -0.61732 4.90873 6.09089 0.65 -0.24 -0.11 0.071
H -2.29220 -1.85952 -2.42204 -9.93 -7.14 -6.44 -0.057
H 1.34132 -1.59615 -2.24481 0.46 -0.48 -0.65 0.086
H -2.37313 -2.91111 -7.27427 0.43 0.56 -0.90 0.085
H -1.11987 1.61400 0.30785 2.66 1.36 -0.41 0.034
H 0.15771 1.70246 1.96430 0.29 -1.68 1.14 0.070
H -4.11374 -5.73463 -6.27854 0.21 -0.03 0.12 0.078
H 0.63389 1.63303 0.34808 -0.11 1.43 -0.22 0.085
H -1.54453 -4.40419 -5.69915 0.90 0.65 0.11 0.129
H 0.02236 3.36689 1.95359 -0.95 1.93 3.67 -0.027
H 0.92052 2.57598 -4.43037 0.50 -0.40 -0.27 0.078
H 1.29173 3.13787 2.70622 1.65 -0.57 -2.05 0.046
H 0.84644 -0.42753 -4.69085 -0.45 -0.24 0.63 0.043
H 3.53277 -0.89878 4.99380 -2.19 2.35 0.46 0.093
H -3.66132 -2.77156 -3.14342 -0.09 -0.06 0.01 0.126
H 3.71064 -3.70468 -0.54935 0.22 0.04 -0.20 0.102
H 2.01987 -3.31498 -0.52710 -0.39 0.18 -0.15 0.104
H -3.34179 0.55112 -5.76472 0.09 0.09 -0.30 0.140
H -0.81121 5.95675 4.69128 0.29 0.02 -0.10 0.081
H 6.16957 -2.75100 5.25108 -0.30 -0.58 -0.42 0.104
H 2.41494 -1.24739 3.62198 0.47 0.26 2.91 0.040
H 0.87489 2.09440 -2.14041 -0.35 -0.59 -0.32 0.104
H -1.83940 0.80760 -1.43757 -0.79 0.28 1.48 0.066
H 4.49656 2.64891 -2.19761 0.34 -0.23 -0.20 0.077
H -0.42012 1.43148 -3.87342 -0.54 -0.89 -0.72 0.007
H -4.30190 -3.33577 -5.32555 0.68 -1.45 -0.70 0.075
H -0.85209 1.78062 -2.23484 0.74 0.59 0.28 0.063
H -4.86699 -2.45697 -4.65814 -0.13 1.38 0.48 0.050
H -0.28261 2.88809 1.21372 -1.20 -1.64 -3.64 0.004
H -0.99436 2.84140 6.07498 -0.12 -0.47 0.29 0.074
H 2.70964 1.62439 1.50581 0.48 -3.32 1.24 -0.127
H -2.22363 2.38403 -2.54186 -0.65 -0.31 -0.77 0.034
H -2.61176 -5.55250 2.72465 -0.31 -0.43 -0.10 0.088
H -2.84496 -0.17578 0.43400 1.67 -2.41 6.78 -0.127
H 2.06664 0.09156 -5.48193 0.54 0.32 -0.13 0.075
H 1.76781 2.80921 -1.22201 1.01 0.59 0.71 0.090
H -1.78092 -6.61125 1.43036 -0.60 -0.10 0.26 0.090
H 1.35035 4.05828 5.26416 -0.12 0.58 0.41 0.083
H 0.68562 2.33250 6.04312 -0.03 -0.17 -0.02 0.089
H 4.48039 -0.27158 -4.89048 0.20 0.34 0.04 0.076
H 3.88824 -0.13295 3.40383 0.99 -0.09 -0.08 0.095
H 1.10435 4.03866 1.19233 1.10 -0.33 -0.83 0.089
H -3.19341 -5.04526 -7.63701 0.39 0.01 0.18 0.076
H 5.34274 -0.78545 1.34038 0.10 -0.62 0.19 0.103
H 2.07221 -5.41125 3.31673 -0.06 0.19 0.27 0.090
H 3.58359 -1.17195 1.05841 1.18 1.95 -0.38 0.032
H 4.74608 -0.88360 -3.24914 0.29 0.19 -0.04 0.079
H -2.12474 -0.10230 -2.99923 -1.41 0.79 -1.68 0.063
H 1.62867 -0.37181 3.13684 -1.16 0.74 -1.14 0.069
H -1.62733 -2.54392 -1.38287 -0.17 -1.12 3.40 0.096
H 2.33122 4.49760 2.26217 0.52 -0.33 0.27 0.123
H 0.78219 0.46279 -0.33905 -1.37 -1.39 -0.75 0.067
H -2.87253 -1.79189 -6.24869 -0.05 -0.15 -0.70 0.015
H -6.97230 1.51166 -0.30145 0.08 0.29 0.40 0.070
H 2.11995 -1.45118 2.07892 -2.25 0.79 -1.91 -0.126
H 3.75954 0.49103 -0.76323 -0.40 0.53 -1.20 0.091
H -2.23818 1.42565 0.26463 -1.50 -1.73 -0.13 0.072
H -1.42361 5.08989 -2.14336 -0.03 0.01 0.04 0.083
H 4.60429 -3.82648 3.39191 0.00 0.28 -0.63 0.132
H -0.48189 0.54979 3.11975 -0.28 -0.46 -2.48 0.036
H -1.13686 1.35765 -5.31233 -0.01 0.12 0.21 0.091
H 3.37794 -1.61786 2.57890 1.11 -0.45 0.16 0.069
H -2.23678 0.12502 4.01646 0.03 -0.20 -0.52 0.082
H -0.04446 -1.38290 -2.44311 -0.64 -0.23 0.13 0.119
H -1.31481 5.30415 -3.88234 -0.16 -0.16 -0.17 0.079
H -2.47561 -4.77167 -4.32446 -0.60 -0.35 -0.07 0.130
H 2.11973 -1.83077 5.30891 -0.12 -0.18 0.18 0.124
H 4.39898 0.26767 0.42201 0.31 -0.25 0.84 0.062
H -0.44396 1.38752 6.94772 -0.21 -0.11 0.10 0.100
H -3.10707 -3.41324 -1.26281 -0.69 0.18 1.67 0.105
H -4.91705 -1.47745 -1.25476 0.02 0.14 0.54 0.157
H 3.20785 -2.12447 0.06518 -0.31 -0.23 -1.31 0.032
H 6.11486 -1.57720 3.84513 -0.37 -1.48 -0.28 0.074
H -0.03723 -0.83953 5.59795 0.07 0.11 0.81 0.128
H -1.27061 0.74146 1.52715 0.99 -1.06 1.18 0.037
H 0.95634 -4.43985 2.34761 0.12 -0.19 -0.28 0.059
H 2.04580 0.66154 -0.36341 1.92 0.37 0.04 0.054
H 2.47295 -0.45033 -1.71505 0.26 -3.47 -0.70 0.009
```
Positions in Å, forces in eV/Å.

Summary:
E_HOMO ... -4.11 eV
Total charge ... 0
Kohn-Sham gap ... 0.1679 Ha
DFT total energy ... -3465.59218 Eh
E_LUMO ... 0.46 eV

=====

Molecular formula: C5H9NO
Method: DFT, the ωB97M-V functional and the def2-TZVPD basis

Structure (XYZ):
```
16
Properties=species:S:1:pos:R:3:forces:R:3:nbo_charge:R:1
O 1.77950 -1.02144 -0.49106 0.00 -0.29 0.03 -0.530
N -0.44266 -0.05588 0.91330 -0.31 0.05 -0.15 -0.477
C 2.73342 0.01393 -0.62834 0.30 0.23 -0.04 -0.100
C 1.30669 0.34035 -0.63049 -0.14 0.25 -0.06 0.013
C -1.57273 0.36710 0.44478 0.15 -0.26 0.09 0.140
C -2.74368 -0.55548 0.30489 -0.05 -0.02 -0.01 -0.711
C 0.59103 0.92594 0.54850 0.33 -0.13 0.11 -0.431
H -0.24491 -1.00195 1.23596 -0.07 0.09 -0.04 0.402
H 1.26729 1.11978 1.38993 -0.07 -0.06 -0.12 0.178
H 3.29486 0.00461 -1.56298 -0.10 0.02 0.13 0.178
H -2.45944 -1.61566 0.31202 -0.05 0.16 0.05 0.214
H -0.82738 1.46056 0.15881 -0.12 0.00 -0.05 0.281
H -3.45754 -0.37421 1.11615 0.08 0.04 -0.10 0.247
H 0.83773 0.49828 -1.60627 0.08 -0.06 0.15 0.176
H 3.32199 0.22589 0.26501 -0.11 0.00 -0.13 0.178
H -3.26489 -0.33724 -0.63157 0.06 -0.01 0.14 0.243
```
Positions in Å, forces in eV/Å.

Summary:
E_HOMO ... -7.55 eV
Total charge ... 0
Kohn-Sham gap ... 0.3144 Ha
DFT total energy ... -325.71444 Eh
E_LUMO ... 1.00 eV

=====

Molecular formula: C12H24AuB11Br6NS
Method: DFT, the ωB97M-V functional and the def2-TZVPD basis

Structure (XYZ):
```
56
Properties=species:S:1:pos:R:3:forces:R:3:nbo_charge:R:1
Au 0.64634 -0.25926 -0.72939 -0.24 -0.31 0.47 0.924
Br -1.64762 1.35354 -1.01064 0.07 0.03 -0.19 0.000
Br -1.92192 -3.40769 2.80196 -0.01 -0.06 0.05 0.010
Br -4.89284 -3.76008 0.29944 0.07 -0.07 -0.04 0.027
Br -4.62958 -0.76261 -2.10462 -0.01 0.00 -0.04 0.010
Br -1.40004 -2.33721 -0.81085 -0.09 -0.13 0.01 -0.033
Br -0.05234 -0.22005 1.94888 0.28 0.14 -0.56 0.077
S 1.69362 -1.29882 -2.59684 -0.09 0.18 0.30 0.460
N 2.67844 3.19328 -0.92831 -0.07 0.28 -0.21 -0.411
C 3.05857 -1.00160 0.70658 0.07 0.08 0.01 -0.357
C 2.94421 2.01995 -1.71736 0.02 -0.16 0.19 -0.224
C 4.42044 -1.04936 0.98015 -0.04 0.03 0.05 -0.173
C 3.43815 0.85212 -0.85687 -0.08 0.20 -0.04 -0.163
C 0.38986 -1.59299 -3.80407 -0.11 0.13 0.01 -0.759
C 3.80867 3.77337 -0.23063 -0.04 -0.14 0.06 -0.415
C 4.80556 0.74957 -0.57162 -0.03 -0.06 0.10 -0.171
C 1.43394 3.16919 -0.20376 0.11 -0.21 0.01 -0.408
C -4.55335 0.28352 2.31652 0.21 -0.15 -0.15 -0.515
C 2.63117 -0.04345 -0.19768 0.13 -0.28 -0.03 0.038
C 1.88092 -2.96585 -1.92951 0.06 -0.04 -0.07 -0.750
C 5.28929 -0.18516 0.32767 0.03 0.01 -0.01 -0.193
B -2.00391 -0.38477 1.68206 -0.34 -0.09 -0.08 -0.088
B -3.08032 0.98885 1.89538 0.08 0.29 0.14 -0.089
B -2.76101 0.37441 0.28174 -0.10 -0.20 0.08 -0.113
B -4.39847 0.83380 0.71957 -0.12 0.18 -0.07 -0.099
B -2.88082 -1.89297 2.07055 0.07 0.14 -0.07 -0.116
B -2.64480 -1.40012 0.37337 -0.22 0.26 0.24 -0.040
B -4.13714 -0.63697 -0.23519 0.09 -0.03 -0.04 -0.115
B -4.22445 -2.04493 0.88317 0.05 0.04 -0.02 -0.106
B -5.29360 -0.64480 1.10482 -0.11 -0.02 -0.06 -0.083
B -4.52573 -1.40751 2.50889 -0.09 -0.11 0.13 -0.071
B -3.16040 -0.40022 3.00004 0.13 0.02 0.23 -0.104
H 0.59197 3.20332 -0.89702 0.00 0.01 0.01 0.202
H 4.78532 -1.76879 1.70125 0.02 0.02 0.00 0.241
H 2.37738 -1.67176 1.21499 0.00 -0.04 -0.07 0.251
H 1.37150 4.02968 0.45902 -0.02 0.01 -0.01 0.228
H 4.65217 3.86733 -0.91595 0.00 0.02 0.00 0.205
H 3.53954 4.76993 0.11483 0.01 0.01 -0.02 0.220
H 0.31150 -0.70740 -4.43030 0.00 0.00 0.01 0.262
H -4.97315 1.79408 0.34935 0.05 -0.02 -0.02 0.120
H 1.32164 2.25906 0.41963 -0.01 0.09 0.08 0.156
H 2.46047 -3.54438 -2.64749 0.00 0.04 -0.02 0.258
H -2.90138 -0.25021 4.14020 0.02 -0.02 -0.03 0.119
H 2.02053 1.74281 -2.23328 0.04 0.03 -0.10 0.195
H -5.19164 -1.91669 3.33644 0.03 -0.03 -0.04 0.116
H -6.46628 -0.65429 0.99604 0.03 -0.03 -0.02 0.122
H 0.90573 -3.41693 -1.77289 0.01 -0.02 0.02 0.250
H 6.35122 -0.23786 0.52692 0.00 -0.02 -0.02 0.241
H 5.49026 1.41507 -1.08409 -0.02 0.03 0.02 0.233
H -2.76714 2.05002 2.30524 0.05 -0.03 -0.05 0.110
H -0.55731 -1.79868 -3.31229 0.01 -0.02 -0.05 0.264
H -5.19973 0.84360 2.97431 0.00 0.01 0.00 0.337
H 0.70567 -2.44712 -4.40219 0.03 0.03 -0.02 0.259
H 2.42213 -2.89156 -0.99064 0.05 -0.02 -0.02 0.258
H 3.70402 2.24871 -2.46633 0.01 -0.03 -0.01 0.224
H 4.13476 3.18692 0.64081 0.02 0.01 0.00 0.175
```
Positions in Å, forces in eV/Å.

Summary:
E_HOMO ... -11.46 eV
Total charge ... +1
Kohn-Sham gap ... 0.2024 Ha
DFT total energy ... -16777.87000 Eh
E_LUMO ... -5.95 eV